The following is a quantum chemistry calculation of a molecular structure, C6H10BBr15F3INbO4S, from the OMol25 dataset.

Output
Charge   -1
HOMO   -6.01 eV
Kohn-Sham gap   7.382 eV

Atoms and positions in Å:
C 3.1268 1.1955 4.4024
Br 2.4615 5.1159 -3.9110
Br 2.9134 1.5179 2.5243
Br -3.8973 -6.7107 1.8161
O -2.5542 1.6237 -1.7597
B 3.0558 1.1358 -2.0002
O 3.5166 1.7610 -3.1323
F -2.2721 3.9449 0.8794
H 0.3679 0.4192 -3.1645
C 3.6931 5.1821 -5.3856
Br 1.7193 2.0198 5.4208
S -1.5542 1.8955 -0.7313
C -3.9614 -6.9696 3.7118
Nb 0.7712 1.0232 -1.4742
Br -2.6153 -6.3033 -1.5744
H 3.7325 0.7593 -0.2323
H 1.4356 1.7570 0.1028
C -2.1842 -0.9953 3.7341
I 0.7328 -1.5848 -0.5397
O 3.9268 0.4778 -1.1567
F -0.4791 4.3083 -0.3214
Br 4.3005 6.9800 -5.7266
Br -3.9180 -8.8340 4.1971
H -2.0430 -5.2301 -3.7249
C -1.7114 3.7483 -0.3282
H -3.0680 -6.5152 4.1210
Br 3.2595 -0.6885 4.7807
Br 5.1671 3.9812 -5.1177
Br -5.4624 -6.0696 4.5039
H 0.8894 2.6359 -2.2663
Br -2.9718 0.1674 5.0527
Br -2.8334 -2.7974 3.9182
Br -0.2721 -0.9091 3.7683
C -2.3121 -4.8143 -2.7627
H 3.3220 2.7180 -3.0465
Br -0.8525 -3.7138 -2.1074
O -1.7744 1.2765 0.5798
Br -3.9050 -3.7743 -3.0132
H 3.1564 4.8566 -6.2672
H -2.4986 -0.6401 2.7613
F -2.4638 4.3987 -1.2494
H 4.0562 1.6505 4.7190